(1)
114
Properties=species:S:1:pos:R:3:forces:R:3:mulliken_charge:R:1 method="wB97M-V/def2-TZVPD" largest_force_ev_per_a=1.19 orbital_gap_ev="6.62 / 5.13" total_energy_ev=-91510.4464 e_above_lowest_kcal_mol=0.00 e_homo_ev="-4.352 / -4.252" total_charge=-1 s2=0.76 multiplicity=2
H 1.305974 4.239717 -3.014266 0.02 0.05 -0.06 0.407
C 0.107713 2.949199 -0.815214 0.35 0.03 0.01 0.525
H -4.265637 -4.616993 -2.123177 -0.01 -0.03 -0.02 0.498
H -3.365042 -1.433564 0.983287 -0.04 0.17 -0.11 0.719
H -0.186909 0.133838 7.408581 0.00 0.00 0.01 0.494
H 2.063686 -3.586801 0.512903 0.09 -0.11 -0.03 0.308
H 2.798430 4.856165 -2.277832 -0.06 0.05 0.00 0.241
H -1.038492 6.172719 -0.773898 0.03 0.01 0.03 0.453
F 0.797890 0.471964 3.040721 0.09 -0.19 0.04 0.347
H 4.405054 1.414122 -1.993125 0.06 -0.10 0.04 0.232
C 0.273100 0.318521 5.302134 -0.11 -0.11 0.09 -0.123
H -2.730481 -3.495582 1.011066 -0.01 0.00 0.07 -0.292
H -2.193919 2.764493 1.852671 0.01 0.08 -0.04 0.619
H -3.408916 1.075556 3.444579 0.02 -0.01 0.03 0.489
C -3.087981 -1.513678 -1.110802 -0.02 0.02 0.13 0.692
H -2.751282 0.561713 -4.501673 -0.03 -0.02 -0.02 0.262
H -0.447848 -4.336580 2.846923 0.01 -0.04 0.00 0.384
O 4.817155 -2.866639 -1.660428 0.06 -0.36 -0.09 -0.741
H 4.078397 4.625969 1.185526 -0.02 0.02 0.05 0.578
H -2.517511 -1.369208 -3.163467 0.00 0.00 -0.04 0.375
H 2.626135 5.229232 0.405556 -0.01 0.02 -0.03 0.346
C -5.164851 -2.123585 -2.342025 -0.01 -0.03 0.19 -1.661
H 1.260448 1.925611 -3.888769 0.02 -0.01 0.00 0.415
C 3.820602 2.058873 1.065925 -0.05 -0.04 -0.05 -1.917
Cl 4.400458 -1.568613 -1.227775 0.29 0.02 -0.39 1.833
H 0.381049 0.111662 -4.825076 0.01 -0.02 -0.04 0.489
C 3.366834 4.429363 0.378836 -0.05 -0.05 -0.07 -2.021
O 4.121403 -1.590714 0.183730 -0.36 0.01 0.74 -0.669
H -3.691090 -0.519589 2.774938 -0.06 -0.02 -0.03 0.369
H 1.651354 -5.150685 1.261403 0.06 0.03 -0.10 0.194
H 2.269104 0.661901 -3.123275 -0.02 -0.04 -0.08 0.127
H 1.354359 2.251140 2.097569 0.02 0.10 0.09 -0.166
H -1.183307 -5.364882 1.611379 0.07 -0.01 0.03 0.344
C -2.108738 0.180124 0.361333 0.06 0.07 0.07 -0.140
F 0.391315 -2.414563 7.605166 -0.02 -0.07 -0.04 -0.352
H -2.805324 -3.780795 2.756211 -0.05 -0.02 0.02 0.401
C 0.130526 -0.356535 6.502944 0.08 0.01 0.01 -0.917
Hg 1.290413 -0.795577 0.447965 0.10 -0.23 0.64 1.667
H -2.893363 -4.376891 -1.035882 -0.26 -0.09 -0.18 0.505
H 4.629209 1.973879 0.342494 0.00 -0.06 -0.01 0.372
C 2.379781 4.080019 -2.917289 0.06 -0.07 0.06 -2.040
C -1.492381 0.802814 -0.752720 -0.07 -0.25 -0.04 1.138
C 0.507239 -3.559478 -1.562869 -0.04 -0.06 0.22 -1.183
H 2.925842 -3.426997 2.645962 -0.01 -0.19 0.01 0.352
H -1.564859 1.724553 -5.105178 0.00 0.02 -0.03 0.494
H 4.657495 3.092502 -1.513629 0.01 -0.01 -0.03 0.338
O 5.430723 -0.602383 -1.494043 0.22 0.21 -0.04 -0.771
H 0.422403 -2.473299 -1.476463 0.01 0.02 -0.08 -0.219
H -3.246700 2.524093 -0.736819 -0.01 -0.04 0.02 0.507
H -4.734301 -2.071765 -3.342896 -0.02 0.03 -0.04 0.303
N 0.051947 -3.790269 0.903473 0.06 -0.13 -0.09 1.604
H 4.668788 2.647657 -3.213217 -0.03 0.02 -0.03 0.592
F 1.164282 -3.665356 5.447542 -0.02 0.01 -0.10 -0.392
H -1.283391 2.078959 3.206376 -0.02 -0.03 -0.01 0.567
H -0.551824 2.151423 1.613431 -0.02 0.15 0.04 -0.343
H 3.398506 1.062242 1.206178 0.09 -0.03 0.04 0.221
C -0.909462 -4.324350 1.861233 -0.06 0.23 0.07 -1.198
H 2.949393 1.739008 -4.336948 0.02 0.05 -0.02 0.630
C 0.086224 4.348528 -0.801188 -0.11 0.11 -0.03 -0.340
C -1.079607 5.090852 -0.773383 -0.03 0.05 -0.01 -0.982
H 0.078881 -3.856754 -2.521356 0.02 0.02 -0.06 0.556
C 4.188321 2.448053 -2.251504 0.04 0.00 0.13 -2.007
N 1.255752 -2.210600 2.860140 0.08 0.74 -0.93 0.384
H -0.761257 -1.136393 -4.335671 -0.03 -0.02 0.00 0.445
C -0.139469 -0.319043 -3.969397 0.00 0.12 0.10 -1.541
P 1.796729 2.154862 -0.783038 0.08 -0.04 0.13 0.525
H -4.184605 0.915246 1.861324 -0.06 0.02 0.04 0.329
H -3.230970 4.973435 -0.735554 -0.01 0.02 -0.03 0.393
C -2.298498 3.047259 -0.754502 -0.01 0.09 -0.07 -0.358
C -2.401126 -0.951662 -2.170795 0.07 -0.07 0.05 -0.693
C 0.461616 -1.698810 6.461246 0.02 0.17 -0.07 0.270
H 1.553804 -4.222344 3.414730 0.03 -0.02 -0.03 0.431
C -2.036989 0.602273 1.836836 -0.16 0.25 -0.04 2.921
H -4.620040 -2.798299 -0.381639 0.05 0.04 0.01 0.399
C 0.867000 -2.342154 5.314123 0.05 -0.09 0.03 0.731
H -1.327869 -3.998859 -0.599861 0.37 -0.09 0.13 -0.963
H -1.361704 -0.122503 2.307385 -0.06 0.01 0.00 -1.666
C -3.486781 -3.913542 -1.822508 -0.21 -0.01 0.15 -1.164
H -2.834019 -3.737456 -2.678740 0.02 0.01 -0.03 0.148
C -2.295925 4.428739 -0.759413 0.10 -0.10 0.02 -1.059
H 3.916151 4.496625 -0.554385 0.00 0.04 0.03 0.243
C -1.482845 1.989830 2.138676 0.04 -0.18 -0.09 -1.972
F 0.018258 1.646965 5.266375 0.02 0.01 -0.03 -0.348
H 1.025171 4.879096 -0.807043 0.02 0.01 -0.02 0.352
C 2.246630 1.681454 -3.501696 -0.01 0.05 0.12 -2.045
C 1.776100 3.213475 1.820874 0.01 -0.12 -0.12 -1.428
C -0.273972 -4.233590 -0.443029 -0.01 0.12 -0.05 -0.067
C -1.126591 2.272830 -0.758323 -0.25 0.10 0.01 -0.885
H -0.323867 1.559888 -2.952537 -0.01 -0.03 -0.04 -1.540
H 2.334926 3.590190 2.681477 0.04 -0.02 0.02 0.746
H -5.529873 -1.131821 -2.073321 -0.03 0.02 -0.03 0.390
C 2.682586 2.667827 -2.413360 -0.22 -0.05 0.01 2.417
C 1.830223 -3.507281 2.637810 -0.03 -0.06 0.11 -1.421
H -0.155120 -5.332045 -0.527276 -0.07 0.00 0.00 0.271
C -3.415724 0.502114 2.517231 0.12 -0.11 0.02 -1.769
C 1.433873 -4.066908 1.265049 0.05 0.24 0.05 -0.748
H -1.852719 -2.423586 2.110717 0.01 -0.06 0.07 -0.277
C -2.035541 1.329070 -4.202605 0.11 0.08 0.07 -1.843
H -6.013767 -2.808926 -2.370262 0.00 -0.03 -0.04 0.464
C -0.978056 0.747753 -3.259185 -0.13 -0.11 -0.11 2.307
C -1.614207 0.178104 -2.011222 0.09 0.04 0.05 0.550
C 2.729979 3.056130 0.636164 -0.10 -0.07 -0.02 2.544
H -2.583206 2.139643 -3.718565 -0.04 0.00 0.00 0.302
H 4.245729 2.376063 2.021764 0.02 0.06 0.00 0.519
H 0.607216 -0.728834 -3.288426 0.01 -0.10 -0.06 0.151
H 0.967510 3.913636 1.611836 -0.03 -0.01 0.01 0.190
C -2.159368 -3.455125 1.939038 0.20 -0.25 0.02 0.273
C -4.113629 -2.605622 -1.332693 0.05 -0.04 -0.27 -0.088
C 0.659236 -0.306759 4.146831 0.06 0.16 0.00 -0.419
H 2.823280 4.195889 -3.910574 0.05 -0.02 -0.01 0.504
H 1.563720 -3.822923 -1.567337 0.03 0.05 -0.04 0.427
O 3.197597 -1.184632 -1.936561 -0.48 0.11 -0.12 -0.674
C 0.971987 -1.696402 4.037109 -0.14 -0.10 0.31 -0.291
C -2.874555 -0.966620 0.140937 -0.09 0.10 -0.12 -0.879



(2)
118
Properties=species:S:1:pos:R:3:forces:R:3:mulliken_charge:R:1 method="wB97M-V/def2-TZVPD" largest_force_ev_per_a=3.27 orbital_gap_ev="7.74 / 7.74" total_energy_ev=-172236.0312 e_above_lowest_kcal_mol=0.00 e_homo_ev="-9.823 / -9.819" total_charge=+1 s2=0.75 multiplicity=2
H 1.936254 -0.383986 -2.874820 0.32 -0.43 0.23 0.114
C -0.080114 -1.634387 4.476044 0.66 -0.07 0.77 -0.832
H -4.821113 -4.123047 -4.953339 0.03 -0.10 -0.22 0.391
C -5.510295 0.965363 -3.792377 0.32 -0.30 0.35 -0.169
H -4.919351 5.477227 -4.170640 0.65 -0.11 -0.08 0.326
H 0.374899 2.256508 5.479182 -0.04 -0.02 0.58 0.534
N 0.376285 -2.266942 -5.245060 0.30 0.40 0.42 -0.482
C 5.294156 0.084299 2.314306 0.12 1.72 -1.32 -1.827
C 3.927183 -3.094962 0.459408 -2.62 -1.73 -0.94 -0.833
C -4.020506 -2.619816 -6.260396 0.77 1.46 -0.99 -0.609
C 0.331321 -3.735538 -3.406358 -0.18 -1.13 0.21 -1.483
H -4.317577 5.257833 -2.581835 0.07 0.39 1.28 0.340
H 3.157261 -5.979589 2.281155 -0.74 0.77 -0.23 0.302
H -0.671246 0.334138 8.021105 0.24 -0.21 -1.17 0.323
O -2.356229 2.229570 2.218120 -0.80 0.76 0.45 -0.355
H -0.777059 4.058607 -3.407035 -1.75 0.14 0.52 0.508
C -2.740316 -4.016673 -4.722199 1.18 -0.51 0.69 -0.659
C 0.830141 -1.778887 -1.805630 -0.70 -1.25 0.79 0.494
H -5.950306 0.609549 -2.854292 0.00 0.32 -0.39 0.487
C -3.545013 0.993837 -5.213735 0.06 0.95 -0.91 0.653
C -0.716219 -0.425680 7.190573 0.54 2.56 -0.18 -1.226
Te 0.860767 -1.764090 2.590373 -0.20 0.02 -0.23 -0.059
H 2.362499 -0.145755 7.289580 -0.12 0.21 -0.64 0.439
S 0.049561 1.759709 -2.219197 0.07 0.42 0.21 -0.542
H 3.430198 2.111993 6.626297 0.56 1.01 -0.27 0.217
Si 3.503165 -3.592117 2.150526 1.70 -0.04 1.69 0.400
H 2.167092 -1.640000 6.533323 0.03 -0.90 0.04 0.489
C 2.127867 -1.321225 -2.309179 0.60 1.23 -0.01 -1.034
H -1.055499 3.863406 2.755502 -1.62 -0.66 0.10 0.108
H 2.575115 -2.022745 -2.990166 0.22 -0.28 -0.25 0.561
C -1.589083 1.597002 -2.686979 0.70 -2.15 0.24 0.658
C -3.331436 -0.176466 -3.096089 -0.59 -1.29 1.17 -0.256
H 4.732493 -2.474923 0.340352 2.02 1.70 -0.14 0.549
H -1.556940 -1.838550 0.399598 0.27 -0.11 -1.19 0.301
H 5.137643 1.028751 4.712329 0.44 -0.44 0.65 0.400
H 1.983021 -5.108403 3.204185 -1.14 -0.12 1.47 0.407
H 2.848145 -1.086907 -1.473686 -0.85 -0.27 -0.84 -0.206
H 3.033727 3.781962 6.199665 -0.67 0.76 0.41 0.389
C -1.650021 -2.270035 -6.002805 0.05 1.60 0.04 0.550
H -5.032751 -2.417376 -6.709051 1.36 -0.07 0.47 0.354
H 0.926584 3.494921 1.449196 -1.90 0.03 0.15 0.156
H -3.864692 1.748295 -7.254833 -0.30 0.05 1.11 0.426
C 2.787035 2.974955 2.278012 0.38 -0.99 1.64 1.279
Ce 0.799974 0.843703 0.635190 -0.12 0.43 -0.36 0.636
H 1.712015 -5.248295 1.442186 0.15 0.01 0.49 0.293
C -3.913546 -3.637470 -5.293004 -0.79 0.23 -0.22 -0.475
H -2.754952 -4.877540 -4.017938 0.30 0.88 -0.48 0.373
C -1.578767 -3.272135 -5.074844 -1.52 -1.85 1.06 0.898
C 1.932508 3.756009 1.323583 2.49 0.35 0.21 -2.199
H 0.025637 -2.627826 4.944474 -0.10 0.33 -0.22 0.514
H 0.627131 1.621153 3.945492 -0.22 -0.48 -0.03 -0.387
H -7.294261 1.686131 -4.576360 -0.42 0.43 -0.42 0.507
H -2.760190 4.119313 -4.965886 -0.28 0.32 -0.24 0.243
H 2.305062 3.445436 0.342185 -0.37 0.67 -0.19 0.471
N -0.396324 -1.618608 -6.003813 -0.50 -0.79 -0.69 -0.561
C 3.492426 1.842925 1.854037 0.31 -0.13 -0.12 0.280
O -1.504922 0.564241 1.103602 -0.92 -1.52 -0.42 -0.754
H 4.107723 -4.013240 -0.148298 -0.36 0.68 0.22 0.466
H -2.774688 -1.123256 -7.433294 -0.50 -0.48 0.72 0.483
H 2.733396 -2.470574 4.188327 0.27 0.13 0.34 0.194
N -0.282711 -3.310660 -4.643927 0.78 0.88 -0.20 0.591
C 2.856648 -2.091809 3.180235 -0.75 -2.13 -0.63 0.475
H -2.664612 4.260532 2.136058 -0.90 0.74 -0.59 0.345
C -2.808431 4.707007 -4.041715 -1.46 -0.27 -1.32 -0.658
C -4.296254 1.606745 -6.234511 0.69 -0.81 -0.59 -0.880
C 0.090734 1.397491 4.879418 1.19 0.03 -0.17 -0.303
H -0.092530 -4.738349 -3.139943 0.42 0.89 -0.16 0.345
H 3.003887 -2.567829 0.142354 0.45 -0.26 -0.54 -0.187
C 5.093830 -4.059161 3.069583 -1.17 0.93 0.36 -1.356
O -3.680548 -1.280160 -2.692965 0.02 1.32 -0.84 -0.538
H 3.466692 -1.234891 3.114281 0.44 0.89 0.20 -0.730
Se 3.535955 1.315485 -0.018592 0.31 -0.29 0.00 -0.218
C -1.888083 4.029429 -3.120151 1.51 -1.07 1.85 -0.438
H 4.866586 -0.714908 1.789089 -0.70 -1.31 -0.42 0.217
H 4.793425 -4.453780 4.027245 0.01 -0.42 0.48 0.334
H -4.817287 3.896555 -3.545623 0.05 -0.41 0.17 0.216
H 5.876664 -0.157253 3.125763 1.07 -1.37 2.00 0.475
C 2.161628 -0.592894 6.294414 0.17 0.34 0.51 -1.095
H -3.286661 2.549346 -3.399302 1.01 -0.78 0.53 -0.353
N -2.312667 2.602136 -3.049701 -1.26 1.70 -0.70 0.189
C 4.349088 1.143073 2.758365 -0.17 0.52 0.01 0.614
C -4.157314 0.704635 -4.004114 0.42 -1.13 -0.07 0.149
H -0.961225 1.446242 4.720918 -0.99 0.18 -0.35 0.303
H -6.303396 2.234500 -6.816317 0.72 -0.22 0.35 0.409
C -6.250073 1.584166 -4.793220 0.80 -0.97 0.52 -0.871
C -5.641376 1.835059 -6.024964 -1.39 0.82 -0.24 -0.577
C -2.172160 3.573532 2.763399 2.85 -1.14 -0.25 -0.553
H 2.122363 4.820785 1.524390 -0.50 -0.24 -0.39 0.609
H -1.765178 -3.751912 -1.619781 0.07 0.30 -0.22 0.521
H -1.107912 -1.496638 4.218490 -0.89 0.00 -0.15 0.532
H 5.711126 -3.215323 3.295024 0.20 1.02 0.19 0.382
C -0.970736 -2.015304 -0.524699 1.13 0.82 0.52 -0.829
N -2.064525 0.269112 -2.727395 -0.10 2.46 -0.62 0.514
C 3.665783 2.626596 4.585397 1.05 -0.76 -1.26 0.453
C -4.273102 4.835048 -3.548378 0.03 -0.16 -1.36 -1.007
H -1.716698 -0.409291 6.823673 -0.99 -0.33 -0.06 0.358
C -1.064909 -2.933179 -1.509247 0.02 -0.52 0.78 -0.752
H 5.783545 -4.704169 2.613049 0.57 -1.39 -0.88 0.425
H 2.317202 4.134617 3.999492 -0.68 1.18 0.48 0.505
N 0.084526 -2.840664 -2.272859 0.04 0.38 -0.58 0.681
H 3.014016 -0.434747 5.629389 -0.21 0.25 -0.01 0.187
N 0.242031 -1.284686 -0.733628 -1.21 -0.41 0.32 1.069
C 4.438509 1.519473 4.084330 -1.67 1.83 -0.46 -0.761
H 6.043313 0.455548 1.626989 0.00 0.57 -0.52 0.500
H -2.531789 3.549248 3.769162 -0.34 0.15 0.49 0.314
H -1.394189 -0.379784 -2.366147 -0.01 -0.52 0.32 -0.292
H -2.434577 5.670997 -4.273240 0.42 1.01 -0.19 0.451
C -2.854237 -1.881114 -6.628903 -0.87 -1.15 -0.16 -0.530
H -2.087700 4.411839 -2.098130 0.82 0.07 -0.34 0.172
H 4.722706 3.399024 6.375837 -0.16 -0.40 -0.27 0.366
C 3.751230 3.017366 6.031815 -0.28 -1.39 0.23 -1.518
C -1.333483 1.654372 1.649490 1.55 1.53 0.24 0.819
C 2.434761 -5.112246 2.262411 1.27 -0.61 -1.71 -1.113
H -2.472530 0.792682 -5.357722 -0.59 -0.03 0.02 0.528
H -0.475840 -1.289705 7.699357 0.14 -2.36 0.89 0.412
C 2.893755 3.324257 3.665987 0.46 -1.33 -0.96 -0.863
Si 0.417353 -0.265408 5.688664 0.42 0.63 0.44 0.035
H 1.420512 -3.850821 -3.563664 -0.70 0.20 -0.01 0.363